Entry from the Open Molecules 2025 dataset: a structure of composition C32H22F4IN4P2Sc (ωB97M-V/def2-TZVPD).

Summary:
- Electronic energy: -3591.6449 a.u.
- ΔE to the lowest compared entry with this formula, charge and spin: 7.74 kcal per mole
- Frontier orbital gap (alpha / beta): 4.98 / 4.98 eV
- E_LUMO (alpha / beta): -8.61 / -8.61 eV
- Total charge: +2

Each line ends with the natural charge from an NBO analysis.
Element x y z (Å)
Sc  0.6511  0.7990  -1.5439  1.583
I  3.5390  1.0438  -1.1928  0.303
C  3.4832  3.0163  -1.9034  -0.106
C  4.6491  3.7188  -1.9811  -0.208
C  4.6039  5.0449  -2.4629  -0.187
C  3.4153  5.6000  -2.8383  -0.172
C  2.2093  4.8636  -2.7562  0.029
C  0.9698  5.4342  -3.1459  -0.137
C  -0.1895  4.7217  -3.0623  -0.224
C  -0.1539  3.3923  -2.5833  -0.188
C  1.0147  2.7698  -2.1962  -0.606
C  2.2225  3.5306  -2.2803  -0.128
H  5.5943  3.2842  -1.6868  0.243
H  5.5233  5.6089  -2.5303  0.246
H  3.3825  6.6164  -3.2078  0.237
H  0.9635  6.4512  -3.5169  0.235
H  -1.1271  5.1665  -3.3660  0.236
H  -1.1048  2.8567  -2.5508  0.199
C  -2.7606  -1.0177  -2.4118  -0.931
P  -2.0409  0.2238  -1.2962  0.770
C  -3.2895  1.5462  -1.3274  -0.927
C  -2.0637  -0.5270  0.3704  -0.339
C  -2.9029  -1.6037  0.6525  -0.190
C  -2.9278  -2.1716  1.9190  -0.179
C  -2.1216  -1.6597  2.9241  -0.205
C  -1.2767  -0.5906  2.6581  -0.135
C  -1.2297  -0.0205  1.3892  -0.361
P  -0.0641  1.3225  1.0012  0.774
C  -0.8705  2.9036  1.3747  -0.923
C  1.2852  1.2315  2.2116  -0.934
H  -2.2538  -1.9786  -2.3343  0.247
H  -2.6677  -0.6610  -3.4376  0.271
H  -3.8206  -1.1649  -2.1996  0.259
H  -4.2042  1.2205  -0.8307  0.265
H  -3.5215  1.7653  -2.3711  0.266
H  -2.9295  2.4611  -0.8645  0.249
H  -3.5532  -2.0060  -0.1126  0.233
H  -3.5931  -3.0004  2.1223  0.245
H  -2.1602  -2.0802  3.9205  0.242
H  -0.6518  -0.2060  3.4535  0.225
H  -1.0222  2.9908  2.4518  0.261
H  -1.8399  2.9739  0.8870  0.250
H  -0.2414  3.7229  1.0284  0.269
H  0.9280  1.3678  3.2329  0.255
H  1.9844  2.0378  1.9844  0.269
H  1.8149  0.2838  2.1329  0.257
F  -0.4638  -6.0216  -0.3619  -0.254
C  0.0038  -5.0957  0.4556  0.302
C  0.1183  -5.3654  1.7713  0.452
F  -0.2378  -6.5485  2.2135  -0.249
C  0.6010  -4.3903  2.7375  -0.123
C  1.0128  -3.1286  2.1445  0.402
C  0.9130  -2.8805  0.8304  0.336
F  1.3038  -1.6699  0.3858  -0.304
C  0.3720  -3.8220  -0.1172  0.016
C  0.1927  -3.5419  -1.4487  -0.302
C  0.5295  -2.2708  -1.9971  0.514
N  0.7381  -1.2351  -2.4592  -0.514
C  -0.4325  -4.3866  -2.4194  0.220
N  -0.9985  -4.9656  -3.2336  -0.163
F  1.5012  -2.1843  2.9268  -0.264
C  0.6382  -4.6222  4.0782  -0.071
C  1.0522  -3.6355  5.0308  0.211
N  1.3844  -2.8671  5.8165  -0.145
C  0.2311  -5.8515  4.6862  0.211
N  -0.1109  -6.7995  5.2368  -0.115